Entry 1:
Formula: C14H23FO12
Source: OMol25
Level of theory: ωB97M-V/def2-TZVPD

Output
- LUMO level (eV) = 0.36
- SMILES string = O=C1OC[C@@H](F)O1.CCOC(=O)OC.CCOC(=O)OC.O=C1OCCO1
- F_max (eV/A) = 2.4
- HOMO energy (eV) = -10.76
- frontier orbital gap (eV) = 11.1

```
! RIJCOSX wB97M-V def2-TZVPD def2/J DEFGRID3
* xyz 0 1
F 0.526 0.024 5.767
O 3.145 -0.781 -2.899
O -4.608 3.269 -3.062
O -3.802 -1.018 0.728
O 0.444 -3.438 3.109
O 2.214 -2.548 4.243
O -1.723 -1.112 1.603
O 3.378 -0.969 -0.662
O 0.172 -1.973 4.802
O 4.096 -2.541 -1.914
O -3.057 2.105 -2.165
O -2.780 2.835 -4.291
O -2.534 0.833 1.043
C 2.812 0.682 1.012
C -5.135 4.056 -4.147
C 1.072 -1.210 5.609
C 4.328 -3.248 -3.118
C -1.226 1.125 1.431
C 3.478 -1.384 -1.915
C -2.840 -0.463 1.114
C -0.743 -0.221 2.075
C 0.862 -2.761 3.975
C -1.919 1.249 -2.269
C -2.307 -0.220 -2.463
C 2.529 0.117 -0.362
C 2.337 -1.252 4.753
C -3.402 2.744 -3.274
H 1.487 -0.226 -0.345
H 3.684 1.325 1.173
H -1.187 1.921 2.170
H 2.648 0.866 -1.151
H -4.956 3.562 -5.098
H 1.222 -1.635 6.601
H -0.690 1.332 0.504
H -6.215 4.059 -4.006
H -4.731 5.057 -4.017
H -1.497 -0.881 -2.144
H -1.228 1.662 -3.002
H 3.048 -0.077 1.764
H -1.391 1.299 -1.320
H 3.130 -1.117 5.491
H -2.585 -0.409 -3.497
H -3.096 -0.546 -1.783
H 4.515 -4.295 -2.883
H 2.357 -0.453 4.010
H 3.480 -3.169 -3.791
H 1.962 1.301 1.303
H -0.797 -0.120 3.160
H 5.281 -2.914 -3.531
H 0.240 -0.447 1.670
*
```

=====

Entry 2:
Formula: C4H10N2O2
Source: OMol25
Level of theory: ωB97M-V/def2-TZVPD

Output
- energy above the lowest of the compared OMol25 structures with the same formula, charge and spin (kJ/mol) = 186.8
- LUMO level (eV) = 0.86
- SMILES string = CN[C@H](N)OC(C)=O
- F_max (eV/A) = 3.1
- HOMO energy (eV) = -9.50
- frontier orbital gap (eV) = 10.4

```
! RIJCOSX wB97M-V def2-TZVPD def2/J DEFGRID3
* xyz 0 1
O 1.492 -0.788 -0.171
O 2.870 0.580 0.923
N -0.186 0.661 -0.760
N -0.720 -1.652 -0.285
C 0.721 0.416 1.925
C 0.242 -0.753 -0.821
C -1.530 0.889 -1.266
C 1.722 0.238 0.814
H -2.235 0.297 -0.687
H 0.471 1.238 -1.280
H -0.952 -1.433 0.675
H 1.037 1.259 2.538
H -0.410 -2.612 -0.359
H -1.623 0.608 -2.322
H 0.457 -1.049 -1.866
H -0.269 0.639 1.539
H -1.790 1.939 -1.149
H 0.703 -0.477 2.550
*
```

=====

Entry 3:
Formula: C33H85N7O7
Source: OMol25
Level of theory: ωB97M-V/def2-TZVPD

Output
- energy above the lowest of the compared OMol25 structures with the same formula, charge and spin (kJ/mol) = 288.3
- LUMO level (eV) = 0.33
- SMILES string = CC1(C)CCCC(C)(C)N1O.COC[C@H](C)N.COC[C@H](C)N.COC[C@H](C)N.COC[C@H](C)N.COC[C@H](C)N.COC[C@H](C)N
- F_max (eV/A) = 4.0
- HOMO energy (eV) = -8.10
- frontier orbital gap (eV) = 8.4

```
! RIJCOSX wB97M-V def2-TZVPD def2/J DEFGRID3
* xyz 0 1
O -6.496 0.038 -3.981
O -1.742 -1.799 -5.499
O 4.897 0.968 3.583
O 2.752 4.007 -1.389
O 0.041 0.547 -1.935
O 1.249 -5.724 7.817
O -5.431 2.751 0.831
N 1.125 -4.649 6.885
N 6.089 0.293 1.159
N 0.508 -1.998 -7.341
N -0.531 2.055 1.326
N -3.015 1.240 3.160
N 5.312 4.713 -4.019
N -3.639 0.144 -3.874
C -4.681 2.930 3.597
C 0.369 -0.225 0.893
C 1.727 -3.435 7.356
C -6.556 1.116 -3.068
C -0.504 -0.213 -8.607
C 1.075 -2.986 8.664
C 3.983 2.602 -3.739
C 3.248 -3.550 7.644
C -2.819 -2.614 -5.075
C 4.147 0.330 4.600
C 1.703 -2.713 4.929
C 2.584 -5.717 5.179
C 3.925 4.482 -2.001
C -0.686 1.150 -0.912
C 1.510 4.020 -2.066
C 4.100 4.112 -3.458
C -4.315 1.732 2.717
C 5.073 1.378 1.218
C 0.094 -6.207 5.338
C -4.353 0.862 -4.956
C -3.536 0.786 -6.231
C -1.811 -1.378 -6.833
C -4.204 2.220 1.271
C -0.617 0.571 -3.185
C -0.445 -0.906 -7.251
C 4.151 1.158 2.398
C -5.757 0.314 -5.136
C 1.469 -2.296 6.366
C 4.222 1.388 -0.033
C 1.183 -5.170 5.522
C 0.122 1.146 0.358
C 0.908 -3.964 4.607
C -5.355 3.431 -0.385
H 1.528 4.658 -2.961
H -5.049 0.932 2.801
H -3.359 -0.262 -6.474
H -2.187 -2.187 -7.484
H 2.783 -2.822 4.788
H -3.809 3.589 3.647
H 4.822 2.075 -3.270
H -0.797 -5.968 5.917
H -4.031 1.313 0.655
H -0.844 2.214 -1.166
H 5.624 2.313 1.343
H -5.673 -0.624 -5.699
H -0.191 -6.271 4.283
H 3.724 -2.583 7.808
H 0.471 -1.857 6.478
H -4.298 -0.224 -3.202
H -3.328 2.863 1.121
H -2.428 1.970 3.550
H 6.079 -0.142 2.081
H 4.844 1.614 -0.897
H 0.794 4.379 -1.336
H 3.724 0.420 -0.171
H -1.698 0.457 -3.045
H 3.195 -5.005 4.635
H -4.085 1.248 -7.059
H -5.486 3.521 3.165
H 3.970 5.569 -1.852
H -0.018 -2.955 8.520
H -7.337 1.057 -2.312
H -6.350 3.654 -0.756
H 3.082 2.153 -3.315
H 3.407 1.027 5.025
H -0.073 -0.192 -6.515
H -1.651 0.644 -0.773
H 2.480 -6.669 4.654
H -3.000 0.776 -3.413
H 4.791 4.085 -1.453
H -0.369 1.498 -3.713
H 1.239 -1.927 8.877
H -0.286 -0.292 -3.757
H -4.960 2.640 4.610
H 3.378 2.080 -0.005
H 1.358 3.033 -2.517
H 3.093 -5.990 6.104
H -4.815 4.382 -0.253
H -0.627 -0.922 -9.435
H 1.107 1.578 0.128
H -6.355 0.945 -5.813
H -1.362 0.451 -8.746
H 1.123 -0.221 1.690
H -2.477 -3.146 -4.191
H 4.821 -0.076 5.344
H -6.718 2.024 -3.662
H 2.128 -1.464 6.636
H -3.693 -2.000 -4.828
H -4.764 2.832 -1.091
H -2.426 0.966 2.375
H 5.484 4.389 -4.965
H 3.488 -0.422 4.140
H -0.162 -3.749 4.595
H 0.440 0.299 -8.789
H 3.421 -4.206 8.494
H -4.440 1.923 -4.672
H 0.526 -5.542 8.427
H 0.240 -2.787 -7.909
H -2.598 1.329 -6.144
H 3.738 -3.962 6.760
H 3.562 0.250 2.170
H 6.120 4.347 -3.512
H 1.248 -4.238 3.602
H -0.541 -0.677 1.299
H 0.838 -2.312 -6.442
H -2.582 -0.600 -6.985
H 4.006 2.425 -4.813
H 3.268 4.558 -4.025
H 0.110 2.140 2.109
H 0.785 -0.891 0.138
H 5.732 -0.434 0.542
H -5.626 1.220 -2.504
H 3.418 1.956 2.594
H -0.584 2.957 0.862
H 1.412 -1.915 4.239
H 1.306 -3.620 9.517
H 0.405 -7.216 5.616
H -3.105 -3.327 -5.857
*
```

=====

Entry 4:
Formula: C2H8NS
Source: OMol25
Level of theory: ωB97M-V/def2-TZVPD

Output
- energy above the lowest of the compared OMol25 structures with the same formula, charge and spin (kJ/mol) = 22.1
- LUMO level (eV) = 4.22
- F_max (eV/A) = 0.6
- HOMO energy (eV) = -2.25
- frontier orbital gap (eV) = 6.5

```
! RIJCOSX wB97M-V def2-TZVPD def2/J DEFGRID3
* xyz -1 1
S 0.260 -0.180 -0.262
N -0.643 -4.055 0.588
C 0.239 2.547 0.371
C 0.495 1.569 -0.772
H 1.120 2.651 0.985
H 1.506 1.703 -1.164
H -0.543 2.114 0.995
H -0.170 1.733 -1.626
H -0.456 -4.624 -0.229
H -0.083 -3.216 0.476
H -0.108 3.545 0.087
H -1.617 -3.786 0.553
*
```

=====

Entry 5:
Formula: C5H7NO
Source: OMol25
Level of theory: ωB97M-V/def2-TZVPD

Output
- energy above the lowest of the compared OMol25 structures with the same formula, charge and spin (kJ/mol) = 497.0
- LUMO level (eV) = -0.25
- F_max (eV/A) = 1.0
- HOMO energy (eV) = -8.25
- frontier orbital gap (eV) = 8.0

```
! RIJCOSX wB97M-V def2-TZVPD def2/J DEFGRID3
* xyz 0 1
O -0.109 0.175 -2.417
N -0.043 -1.326 1.039
C 1.859 0.513 -0.060
C -0.365 -0.356 0.119
C 0.648 0.582 0.650
C 0.347 -0.171 -1.405
C -1.854 -0.050 0.031
H 0.366 1.360 1.363
H 0.920 -1.637 0.905
H -2.054 0.906 -0.464
H -2.272 -0.046 1.044
H 2.337 -0.446 -0.260
H -2.352 -0.846 -0.536
H 2.573 1.341 -0.009
*
```

=====

Entry 6:
Formula: H3O2PS
Source: OMol25
Level of theory: ωB97M-V/def2-TZVPD

Output
- energy above the lowest of the compared OMol25 structures with the same formula, charge and spin (kJ/mol) = 177.9
- LUMO level (eV) = -0.94
- SMILES string = O=PS.O
- F_max (eV/A) = 5.4
- HOMO energy (eV) = -9.99
- frontier orbital gap (eV) = 9.1

```
! RIJCOSX wB97M-V def2-TZVPD def2/J DEFGRID3
* xyz 0 1
S -1.073 -0.662 0.891
P -2.551 0.256 -0.441
O 1.919 -0.009 0.098
O -1.793 1.290 -1.156
H 1.620 -0.841 0.557
H -0.233 0.244 0.780
H 2.111 -0.277 -0.729
*
```

=====

Entry 7:
Formula: C5H12InO6P
Source: OMol25
Level of theory: ωB97M-V/def2-TZVPD

Output
- energy above the lowest of the compared OMol25 structures with the same formula, charge and spin (kJ/mol) = 297.3
- LUMO level (eV) = -14.29
- F_max (eV/A) = 5.6
- HOMO energy (eV) = -16.81
- frontier orbital gap (eV) = 2.5

```
! RIJCOSX wB97M-V def2-TZVPD def2/J DEFGRID3
* xyz 2 1
In -1.004 -0.549 2.208
P 0.212 0.469 -1.915
O 0.251 -0.899 -2.841
O -1.294 -1.529 5.028
O 1.683 1.215 -2.270
O -0.056 0.307 -0.440
O 0.733 -1.463 4.535
O -0.811 1.479 -2.662
C -0.157 -1.858 5.307
C 0.435 -0.627 -4.243
C 0.032 -2.716 6.514
C -2.206 1.491 -2.443
C 1.970 2.411 -1.599
H 1.054 2.948 -1.354
H 2.407 3.105 -2.317
H -0.102 -2.229 7.480
H 0.974 -1.443 -4.724
H -2.646 1.247 -3.410
H -2.534 0.787 -1.678
H -2.596 2.483 -2.220
H -0.654 -3.554 6.639
H 1.025 0.266 -4.449
H -0.442 -0.542 -4.885
H 2.712 2.388 -0.800
H 1.015 -3.187 6.534
*
```

=====

Entry 8:
Formula: C11H15N3
Source: OMol25
Level of theory: ωB97M-V/def2-TZVPD

Output
- energy above the lowest of the compared OMol25 structures with the same formula, charge and spin (kJ/mol) = 536.9
- LUMO level (eV) = 0.63
- SMILES string = Cc1ncccc1CC1=NCCN1C
- F_max (eV/A) = 5.5
- HOMO energy (eV) = -8.39
- frontier orbital gap (eV) = 9.0

```
! RIJCOSX wB97M-V def2-TZVPD def2/J DEFGRID3
* xyz 0 1
N 2.669 1.281 -0.898
N -2.046 1.215 0.813
N -1.518 -0.890 -0.143
C 3.450 0.118 -0.794
C 1.337 0.160 0.779
C -0.068 0.077 1.639
C 0.580 2.226 -0.167
C -2.713 -0.529 -0.954
C 2.296 -0.758 0.977
C -0.525 -1.933 -0.430
C -1.360 0.144 0.734
C 1.483 1.162 -0.182
C -3.124 0.767 -0.318
C 3.392 -0.883 0.123
H -3.642 -1.133 -0.741
H -3.152 1.680 -0.815
H 0.158 2.216 0.834
H 0.189 -1.819 0.349
H -4.101 0.572 0.109
H -0.277 -1.932 -1.645
H -0.069 -1.001 1.852
H -0.188 0.913 2.355
H -2.561 -0.748 -2.117
H 2.041 -1.659 1.781
H -0.384 2.233 -0.601
H -1.227 -2.732 -0.565
H 4.128 -1.775 0.352
H 1.195 3.211 -0.427
H 4.040 -0.182 -1.898
*
```

=====

Entry 9:
Formula: C5H9N2
Source: OMol25
Level of theory: ωB97M-V/def2-TZVPD

Output
- energy above the lowest of the compared OMol25 structures with the same formula, charge and spin (kJ/mol) = 294.0
- LUMO level (eV) = -3.74
- SMILES string = C=C1C=C[NH2+][C@H]1N
- F_max (eV/A) = 3.1
- HOMO energy (eV) = -13.74
- frontier orbital gap (eV) = 10.0

```
! RIJCOSX wB97M-V def2-TZVPD def2/J DEFGRID3
* xyz 1 1
N 0.192 0.676 1.345
N -1.796 -0.146 0.085
C 1.417 0.578 -0.587
C -0.437 -0.469 0.403
C 0.383 -1.415 -1.774
C 1.280 1.285 0.572
C 0.485 -0.568 -0.761
H -0.518 -1.991 -1.608
H -0.565 1.322 1.461
H 0.468 0.353 2.288
H 1.168 -1.321 -2.553
H -0.279 -1.396 0.859
H 1.879 2.160 0.840
H -2.418 0.050 0.952
H 2.222 0.831 -1.325
H -1.871 0.588 -0.613
*
```

=====

Entry 10:
Formula: C4H10NO3
Source: OMol25
Level of theory: ωB97M-V/def2-TZVPD

Output
- energy above the lowest of the compared OMol25 structures with the same formula, charge and spin (kJ/mol) = 163.9
- LUMO level (eV) = 3.94
- F_max (eV/A) = 4.1
- HOMO energy (eV) = -4.61
- frontier orbital gap (eV) = 8.5

```
! RIJCOSX wB97M-V def2-TZVPD def2/J DEFGRID3
* xyz -1 1
O 0.766 1.252 -1.945
O -1.022 0.789 -3.168
O 2.344 1.655 0.011
N 0.013 -1.162 2.445
C -0.954 -1.057 1.313
C -0.501 -0.011 0.220
C -0.569 -0.521 -1.136
C -0.250 0.562 -2.205
H 0.241 -1.323 -1.368
H -1.455 -0.993 -1.405
H -2.032 -0.811 1.674
H 0.582 0.514 0.252
H -0.863 -2.085 0.896
H 2.392 2.478 -0.369
H -0.228 -0.475 3.167
H -1.158 0.871 0.331
H 1.758 1.203 -0.786
H 0.936 -0.886 2.073
*
```

=====

Entry 11:
Formula: C17H26N3
Source: OMol25
Level of theory: ωB97M-V/def2-TZVPD

Output
- energy above the lowest of the compared OMol25 structures with the same formula, charge and spin (kJ/mol) = 86.3
- LUMO level (eV) = -2.81
- SMILES string = CN1CC[N+](C)=C1C[C@H](c1ccccc1)N1CCCC1
- F_max (eV/A) = 2.3
- HOMO energy (eV) = -10.87
- frontier orbital gap (eV) = 8.1

```
! RIJCOSX wB97M-V def2-TZVPD def2/J DEFGRID3
* xyz 1 1
N -0.712 -2.072 0.411
N 1.283 2.038 -1.728
N -0.885 2.145 -1.908
C 2.638 1.530 -1.702
C 1.705 -0.755 1.682
C -0.458 -0.581 0.261
C 0.885 1.553 3.073
C 0.494 -0.109 1.367
C -0.496 -2.788 1.683
C 2.470 -0.259 2.750
C -0.440 3.451 -2.400
C 1.054 3.397 -2.218
C 0.144 1.352 -1.516
C -2.243 1.755 -2.205
C 0.114 -0.106 -1.104
C 0.128 1.076 2.005
C -1.826 -2.641 -0.289
C -1.366 -4.063 1.653
C -2.061 -4.039 0.285
C 2.030 0.858 3.470
H 2.059 -1.629 1.109
H -2.458 0.791 -1.735
H 1.177 -0.428 -1.144
H 1.616 3.617 -3.143
H 1.371 4.132 -1.465
H -2.937 2.525 -1.832
H -0.471 -0.658 -1.842
H -2.414 1.659 -3.295
H -2.088 -4.100 2.477
H -3.121 -4.269 0.359
H 2.573 1.176 4.360
H -1.637 -2.665 -1.360
H -2.724 -2.028 -0.140
H 2.714 0.515 -2.123
H -0.714 3.646 -3.451
H -0.742 -4.959 1.727
H 3.366 -0.808 3.059
H 0.521 2.422 3.617
H -1.464 -0.128 0.420
H 3.256 2.188 -2.335
H -0.874 4.270 -1.809
H -0.693 -2.203 2.610
H -0.766 1.588 1.635
H 0.552 -3.144 1.762
H 3.040 1.537 -0.676
H -1.604 -4.792 -0.360
*
```

=====

Entry 12:
Formula: C3H5NO2
Source: OMol25
Level of theory: ωB97M-V/def2-TZVPD

Output
- energy above the lowest of the compared OMol25 structures with the same formula, charge and spin (kJ/mol) = 91.7
- LUMO level (eV) = 0.78
- SMILES string = CC(=O)NC=O
- F_max (eV/A) = 0.8
- HOMO energy (eV) = -10.14
- frontier orbital gap (eV) = 10.9

```
! RIJCOSX wB97M-V def2-TZVPD def2/J DEFGRID3
* xyz 0 1
O 2.658 -0.131 -0.909
O 0.235 1.365 -0.400
N 0.667 -0.673 0.242
C 1.967 0.008 0.054
C -0.244 0.278 -0.084
C -1.727 0.065 -0.124
H 0.477 -1.644 0.469
H -2.105 -0.781 0.452
H -2.007 -0.053 -1.176
H 2.212 0.655 0.908
H -2.173 0.998 0.229
*
```

=====

Please write out number 7 again, unchanged.
Formula: C5H12InO6P
Source: OMol25
Level of theory: ωB97M-V/def2-TZVPD

Output
- energy above the lowest of the compared OMol25 structures with the same formula, charge and spin (kJ/mol) = 297.3
- LUMO level (eV) = -14.29
- F_max (eV/A) = 5.6
- HOMO energy (eV) = -16.81
- frontier orbital gap (eV) = 2.5

```
! RIJCOSX wB97M-V def2-TZVPD def2/J DEFGRID3
* xyz 2 1
In -1.004 -0.549 2.208
P 0.212 0.469 -1.915
O 0.251 -0.899 -2.841
O -1.294 -1.529 5.028
O 1.683 1.215 -2.270
O -0.056 0.307 -0.440
O 0.733 -1.463 4.535
O -0.811 1.479 -2.662
C -0.157 -1.858 5.307
C 0.435 -0.627 -4.243
C 0.032 -2.716 6.514
C -2.206 1.491 -2.443
C 1.970 2.411 -1.599
H 1.054 2.948 -1.354
H 2.407 3.105 -2.317
H -0.102 -2.229 7.480
H 0.974 -1.443 -4.724
H -2.646 1.247 -3.410
H -2.534 0.787 -1.678
H -2.596 2.483 -2.220
H -0.654 -3.554 6.639
H 1.025 0.266 -4.449
H -0.442 -0.542 -4.885
H 2.712 2.388 -0.800
H 1.015 -3.187 6.534
*
```

=====

Among the records above, which one has the lowest frontier orbital gap? C5H12InO6P

=====

Which of these has the highest F_max? C5H12InO6P